[1]
The following is a DFT calculation (ωB97M-V/def2-TZVPD) of C36H38N4O2PSbY as an isolated structure at a distorted geometry.

Cartesian coordinates (Å):
Y -0.09 -0.74 0.63
O 1.82 -0.61 1.40
C 2.51 0.19 2.17
C 3.91 0.20 2.07
C 4.68 1.02 2.86
C 4.09 1.86 3.82
C 2.73 1.83 3.97
C 1.91 1.02 3.16
C 0.52 0.88 3.48
N -0.38 0.37 2.71
C -1.59 -0.14 3.35
C -1.43 -1.66 3.44
N -1.11 -2.23 2.12
C -1.34 -3.48 1.95
C -1.09 -4.25 0.76
C -1.41 -5.62 0.79
C -1.19 -6.43 -0.29
C -0.63 -5.89 -1.45
C -0.30 -4.56 -1.51
C -0.53 -3.69 -0.42
O -0.23 -2.42 -0.54
H 4.36 -0.46 1.34
H 5.76 1.01 2.75
H 4.70 2.49 4.44
H 2.26 2.44 4.74
H 0.23 1.17 4.50
H -2.47 0.13 2.77
H -1.72 0.25 4.37
H -2.33 -2.12 3.85
H -0.59 -1.86 4.11
H -1.78 -4.04 2.78
H -1.83 -6.03 1.70
H -1.45 -7.48 -0.25
H -0.45 -6.53 -2.30
H 0.13 -4.12 -2.40
N -2.36 1.84 -0.15
P -0.75 1.69 -0.70
C -0.86 2.23 -2.44
C -2.00 1.96 -3.20
C -2.04 2.32 -4.54
C -0.95 2.94 -5.13
C 0.19 3.19 -4.38
C 0.24 2.83 -3.04
C 0.06 3.13 0.05
C -0.56 4.38 0.12
C 0.10 5.45 0.72
C 1.37 5.28 1.24
C 2.00 4.05 1.15
C 1.35 2.97 0.56
C -3.17 0.74 0.04
C -4.54 0.90 0.28
C -5.32 -0.23 0.42
C -4.73 -1.48 0.30
C -3.38 -1.55 0.07
N -2.59 -0.47 -0.03
H -2.83 2.73 -0.18
H -2.85 1.47 -2.75
H -2.93 2.12 -5.12
H -0.99 3.22 -6.17
H 1.05 3.67 -4.84
H 1.13 3.04 -2.46
H -1.53 4.54 -0.32
H -0.39 6.41 0.77
H 1.88 6.11 1.71
H 3.00 3.92 1.54
H 1.84 2.01 0.48
H -4.96 1.89 0.33
H -6.38 -0.13 0.61
H -5.32 -2.39 0.38
H -2.89 -2.51 -0.06
C 3.78 -0.01 -2.58
Sb 2.02 -0.89 -1.69
C 1.12 -1.51 -3.55
C 2.98 -2.74 -1.19
H 4.23 -0.73 -3.26
H 4.50 0.25 -1.80
H 3.51 0.89 -3.14
H 1.64 -2.39 -3.94
H 1.20 -0.71 -4.28
H 0.07 -1.75 -3.39
H 3.11 -3.35 -2.09
H 2.38 -3.29 -0.47
H 3.96 -2.54 -0.76

As for the largest force on an atom: 0.0287 hartree/bohr. As for the total charge: +1. The LUMO energy comes out at -0.09601 hartree. The frontier orbital gap is 7.76 eV.



[2]
The following is a DFT calculation (ωB97M-V/def2-TZVPD) of a 6-piece molecular cluster, C36H39F4N7O2S overall.

Cartesian coordinates (Å):
C -3.77 -2.63 -2.34
C -3.38 -1.50 -1.40
O -4.44 -1.27 -0.48
C -4.57 0.06 -0.06
C -3.33 0.61 0.65
O -3.73 1.15 1.91
C -2.69 1.73 2.65
C -2.53 1.01 4.01
S -4.14 1.06 4.89
C -1.62 1.78 4.86
N -0.88 2.36 5.51
C -2.03 -0.46 3.82
C -2.33 -1.32 4.96
N -2.54 -2.01 5.85
C -0.52 -0.61 3.49
F 0.20 -0.77 4.62
F -0.04 0.49 2.87
C -0.21 -1.81 2.57
F -0.21 -2.95 3.27
F -1.17 -1.89 1.62
H -4.83 -2.57 -2.55
H -3.20 -2.59 -3.27
H -3.59 -3.60 -1.87
H -2.48 -1.78 -0.84
H -3.16 -0.58 -1.96
H -5.39 0.08 0.66
H -4.85 0.71 -0.90
H -2.60 -0.19 0.79
H -2.85 1.40 0.07
H -2.91 2.78 2.86
H -1.76 1.69 2.08
H -4.78 0.32 3.98
H -2.61 -0.85 2.98
H 0.76 -1.67 2.08
C 3.74 3.95 3.98
C 3.84 4.72 2.83
C 2.67 5.06 2.17
N 1.45 4.70 2.59
C 1.38 3.97 3.70
C 2.49 3.57 4.43
H 4.63 3.66 4.53
H 4.79 5.04 2.45
H 2.70 5.66 1.27
H 0.39 3.68 4.02
H 2.36 2.97 5.32
C 4.94 -4.03 0.56
C 4.78 -3.09 -0.44
C 3.53 -2.51 -0.62
N 2.47 -2.82 0.12
C 2.64 -3.73 1.08
C 3.84 -4.36 1.35
H 5.89 -4.50 0.73
H 5.60 -2.81 -1.08
H 3.38 -1.77 -1.39
H 1.75 -3.97 1.65
H 3.91 -5.09 2.14
C -1.06 -5.08 -2.74
C -0.97 -5.18 -4.12
C 0.19 -4.75 -4.74
N 1.24 -4.24 -4.08
C 1.14 -4.15 -2.76
C 0.02 -4.55 -2.04
H -1.95 -5.41 -2.22
H -1.78 -5.58 -4.72
H 0.29 -4.81 -5.82
H 1.98 -3.72 -2.23
H 0.00 -4.45 -0.97
C 3.72 8.59 2.53
C 4.46 8.31 3.66
C 5.64 9.00 3.87
N 6.11 9.92 3.03
C 5.38 10.19 1.95
C 4.19 9.56 1.65
H 2.78 8.07 2.34
H 4.13 7.56 4.37
H 6.25 8.80 4.74
H 5.78 10.95 1.29
H 3.64 9.82 0.76
C -3.77 -3.39 -9.27
C -4.52 -4.10 -8.34
C -3.85 -4.72 -7.30
N -2.53 -4.67 -7.13
C -1.83 -3.99 -8.03
C -2.39 -3.33 -9.11
H -4.25 -2.89 -10.11
H -5.59 -4.17 -8.43
H -4.41 -5.28 -6.55
H -0.75 -3.96 -7.88
H -1.77 -2.79 -9.81

As for the largest force on an atom: 0.0064 hartree/bohr. As for the total charge: 0. The LUMO energy comes out at 0.01961 hartree. The frontier orbital gap is 10.01 eV. The SMILES is CCOCCOC[C@](S)(C#N)[C@H](C#N)C(F)(F)C(F)F.c1ccncc1.c1ccncc1.c1ccncc1.c1ccncc1.c1ccncc1.



[3]
The following is a DFT calculation (ωB97M-V/def2-TZVPD) of C36H39FGaNSb2Si as an isolated structure at a distorted geometry.

Cartesian coordinates (Å):
Ga 2.56 0.40 -0.45
C -0.61 1.60 1.28
C -0.75 1.09 -0.14
C -0.28 2.16 -1.10
Sb 0.36 1.36 -3.06
C -0.27 -0.72 -3.07
C 0.60 -1.70 -2.63
C 0.23 -3.04 -2.70
C -1.00 -3.39 -3.23
C -1.85 -2.40 -3.71
C -1.48 -1.07 -3.65
C -1.26 2.24 -4.22
C -1.03 2.82 -5.46
C -2.08 3.45 -6.12
C -3.33 3.51 -5.54
C -3.56 2.91 -4.31
C -2.52 2.27 -3.65
Sb -1.32 0.16 2.81
C -1.77 -1.54 1.53
C -1.05 -2.71 1.62
C -1.41 -3.80 0.85
C -2.50 -3.71 -0.01
C -3.22 -2.54 -0.08
C -2.88 -1.45 0.70
C -3.40 0.68 3.14
C -4.08 1.59 2.35
C -5.46 1.71 2.50
C -6.12 0.96 3.45
C -5.43 0.09 4.27
C -4.06 -0.04 4.12
H -1.14 2.53 1.45
H 0.45 1.77 1.50
H -1.77 0.81 -0.36
H -0.14 0.18 -0.24
H 0.60 2.67 -0.71
H -1.05 2.91 -1.28
H 1.58 -1.44 -2.25
H 0.91 -3.80 -2.36
H -1.28 -4.43 -3.31
H -2.80 -2.68 -4.15
H -2.13 -0.31 -4.07
H -0.04 2.79 -5.90
H -1.91 3.92 -7.08
H -4.13 4.03 -6.03
H -4.54 2.95 -3.86
H -2.72 1.79 -2.70
H -0.21 -2.79 2.31
H -0.87 -4.73 0.93
H -2.79 -4.57 -0.59
H -4.09 -2.48 -0.73
H -3.47 -0.55 0.67
H -3.57 2.18 1.60
H -6.00 2.42 1.88
H -7.19 1.07 3.56
H -5.94 -0.48 5.03
H -3.50 -0.71 4.76
C 4.94 1.25 3.85
Si 4.56 1.49 2.00
C 5.97 1.86 0.76
C 3.23 2.84 1.85
N 3.72 0.05 1.37
C 4.22 -1.19 1.47
C 5.48 -1.54 2.01
C 5.86 -2.85 2.12
C 5.06 -3.88 1.63
C 3.83 -3.58 1.05
C 3.44 -2.27 1.00
F 2.23 -1.92 0.42
H 5.57 2.06 4.21
H 5.43 0.31 4.09
H 4.01 1.28 4.42
H 6.48 2.78 1.03
H 5.55 2.00 -0.23
H 6.71 1.08 0.70
H 3.64 3.81 2.10
H 2.40 2.67 2.53
H 2.83 2.92 0.84
H 6.14 -0.75 2.31
H 6.81 -3.08 2.58
H 5.40 -4.90 1.69
H 3.20 -4.35 0.64

As for the largest force on an atom: 0.0469 hartree/bohr. As for the total charge: +2. The LUMO energy (spin up / spin down) comes out at -0.29622 / -0.33164 hartree. The frontier orbital gap (spin up / spin down) is 4.66 / 3.60 eV.